(1)
The following is a DFT calculation (ωB97M-V with the def2-TZVPD basis set) of an isolated ion of composition C7H18ClNO2P and charge +1 at a distorted geometry.

```
30
C7H18ClNO2P ωB97M-V with the def2-TZVPD basis set
C 0.87356 1.74460 -1.20976
C -0.19861 -0.17126 -2.50531
C 0.91676 -2.06289 1.61955
C 2.31461 -0.21207 1.25021
C -2.97118 1.56576 0.46713
C 0.86115 0.21168 -1.43601
C 1.42768 -1.18571 0.52447
N 0.40577 -0.50291 -0.31107
O -1.19474 0.00369 1.73715
O -2.01411 1.10085 -0.44812
P -1.12316 -0.26352 0.24709
Cl -2.29346 -1.82863 -0.10888
H 0.07738 2.19916 -1.85832
H 0.45581 2.06129 -0.24249
H 1.71772 2.22031 -1.69450
H -1.04761 0.18192 -2.06015
H -0.37484 -1.22631 -2.56334
H 0.08251 0.33643 -3.43083
H 0.56049 -1.47253 2.43653
H 0.12984 -2.83598 1.23436
H 1.62829 -2.76106 2.06696
H 3.36291 -0.62612 1.43982
H 1.96502 0.23196 2.16619
H 2.57960 0.65305 0.56179
H -3.54180 2.46004 0.02992
H -2.44050 1.97899 1.33460
H -3.84989 0.75820 0.56826
H 1.78328 -0.21792 -1.73674
H 1.92093 -1.80922 -0.18928
H -2.01343 -0.53180 2.11079
```

Values from the calculation:
2S+1: 1
Total charge: +1
SMILES: CO[P@@](O)(Cl)=[N+](C(C)C)C(C)C
Energy relative to the best compared isomer or geometry (same formula, charge and spin): 191.4 kJ/mol
Strongest force on any atom: 4.57 eV/A

Atomic partial charges in e from the Löwdin method, atoms 1 to 2: number 1, C, carries -0.036; number 2, C, carries -0.035

---

(2)
The following is a DFT calculation (ωB97M-V with the def2-TZVPD basis set) of one molecule with the formula C7H18ClNSi at a distorted geometry.

```
28
C7H18ClNSi ωB97M-V with the def2-TZVPD basis set
C 1.26295 2.29983 0.79521
C 1.88619 -0.00746 1.44371
C 2.75355 1.01516 -0.62334
C -1.37509 -2.36723 -0.70854
C -3.59379 -1.44633 -0.58745
C 0.37557 0.41916 -0.70393
C 1.52073 0.92505 0.21310
N -2.20314 -1.19725 -0.34907
Si -1.24327 0.13193 0.15157
Cl -2.53333 1.64106 0.10494
H 1.15671 3.05071 0.13342
H 2.06775 2.57081 1.46774
H 0.40175 2.41296 1.48572
H 2.33216 -0.94313 1.08314
H 2.59835 0.46244 2.15309
H 0.98134 -0.14165 2.01844
H 3.10158 0.09190 -0.97813
H 2.63241 1.69029 -1.42702
H 3.58366 1.55437 -0.06407
H -1.83872 -3.28512 -0.50245
H -1.15378 -2.38749 -1.81789
H -0.44704 -2.22136 -0.19868
H -3.82704 -2.46038 -0.92321
H -4.32685 -1.26965 0.25774
H -3.85353 -0.70443 -1.33634
H 0.45214 1.08228 -1.58090
H 0.63417 -0.64456 -1.10417
H -1.34544 -0.27194 1.59735
```

Values from the calculation:
2S+1: 1
SMILES: CN(C)[Si@H](Cl)CC(C)(C)C
Energy relative to the best compared isomer or geometry (same formula, charge and spin): 46.3 kJ/mol
Strongest force on any atom: 3.67 eV/A

Atomic partial charges in e from the Löwdin method, atoms 1 to 2: number 1, C, carries -0.077; number 2, C, carries -0.055

---

(3)
The following is a DFT calculation (ωB97M-V with the def2-TZVPD basis set) of a 2-piece molecular cluster, C7H18FNO2P overall at a distorted geometry.

```
30
C7H18FNO2P ωB97M-V with the def2-TZVPD basis set
C 4.03274 -0.05156 -0.10002
C -1.70880 -2.88058 -0.32527
C -1.65127 0.10102 1.98281
C 2.86388 0.90627 0.16768
C -2.23525 -1.59818 -0.94024
C 1.57102 0.19031 -0.01329
C -0.09713 1.74847 -0.12432
N -0.23541 2.36595 -1.35803
O -2.85218 1.27304 -0.18162
O -1.28358 -0.51821 -0.75080
F 1.15760 -0.53926 1.04942
P -1.45503 0.64985 0.26301
H 4.97412 0.47075 0.04444
H 3.99568 -0.42408 -1.12082
H 3.99740 -0.89663 0.58267
H -2.41558 -3.68156 -0.52509
H -0.74914 -3.14389 -0.76144
H -1.58659 -2.77898 0.75009
H -2.56831 -0.48348 2.05763
H -0.80130 -0.50525 2.28165
H -1.72102 0.95940 2.64662
H 2.91713 1.74326 -0.53098
H 2.92854 1.29207 1.18522
H -3.20575 -1.32010 -0.51979
H -2.33933 -1.70130 -2.02236
H 1.41222 -0.36437 -0.93142
H 0.22877 2.39293 0.67997
H 0.52344 2.97394 -1.62841
H -0.52401 1.75417 -2.10984
H -3.17287 2.06600 0.25251
```

Values from the calculation:
2S+1: 1
Total charge: +1
Energy relative to the best compared isomer or geometry (same formula, charge and spin): 0.0 kJ/mol
Strongest force on any atom: 3.27 eV/A

Atomic partial charges in e from the Löwdin method, atoms 1 to 2: number 1, C, carries -0.082; number 2, C, carries -0.051

---

(4)
The following is a DFT calculation (ωB97M-V with the def2-TZVPD basis set) of a 2-piece molecular cluster, C7H18N overall at a distorted geometry.

```
26
C7H18N ωB97M-V with the def2-TZVPD basis set
C 2.52249 1.78588 0.37752
C 2.24776 0.97740 1.64095
C 0.03216 0.23772 2.27583
N 1.02887 0.15829 1.49657
H 2.88404 1.17168 -0.44208
H 1.62911 2.32741 0.06480
H 3.26093 2.54112 0.62458
H 3.06721 0.28843 1.84566
H 2.12286 1.63035 2.50108
H -0.77942 -0.45188 2.07194
H 0.00121 0.96254 3.07756
H 1.01690 -0.50545 0.72158
C 0.50595 -1.00517 -1.49551
C -3.36905 -0.55762 -1.30859
C -2.04228 -1.29610 -1.27372
C -0.86874 -0.32370 -1.41592
H 0.61348 -1.66769 -0.62873
H 1.29255 -0.26257 -1.58798
H 0.47782 -1.63148 -2.38402
H -4.19973 -1.19629 -1.01084
H -3.67221 -0.17645 -2.28496
H -3.42017 0.31345 -0.64783
H -2.01695 -1.97101 -2.13301
H -1.95495 -1.88640 -0.36054
H -1.03100 0.32678 -2.27579
H -0.92086 0.35075 -0.54742
```

Values from the calculation:
2S+1: 1
Total charge: +1
Energy relative to the best compared isomer or geometry (same formula, charge and spin): 86.3 kJ/mol
Strongest force on any atom: 1.33 eV/A

Atomic partial charges in e from the Löwdin method, atoms 1 to 2: number 1, C, carries -0.054; number 2, C, carries -0.168

---

(5)
The following is a DFT calculation (ωB97M-V with the def2-TZVPD basis set) of one molecule with the formula C7H18N2 at a distorted geometry.

```
27
C7H18N2 ωB97M-V with the def2-TZVPD basis set
C 1.08325 -0.05063 0.26346
C -1.17296 -0.11163 -1.08207
C -0.67546 0.29504 0.26410
C 1.65628 0.84416 1.37397
C 1.36436 -1.52093 0.59725
C 1.81469 0.29763 -1.03551
C -1.32075 -0.43495 1.44211
N -0.85401 0.71026 -2.17407
N -2.80530 0.15060 -0.97718
H -1.02670 -1.16885 -1.30400
H -0.73915 1.37786 0.40411
H -1.42184 0.44178 -2.97081
H -1.03988 1.68663 -1.97764
H -2.97004 1.11573 -0.69286
H -3.29160 -0.43608 -0.30126
H 2.73794 0.69105 1.48625
H 1.20242 0.64181 2.34749
H 1.50273 1.90433 1.14519
H 0.98069 -1.80613 1.58122
H 2.44476 -1.71916 0.62631
H 0.93352 -2.19230 -0.15167
H 2.90210 0.20094 -0.91041
H 1.62459 1.32977 -1.34478
H 1.54881 -0.37891 -1.85278
H -0.70279 -0.38624 2.34159
H -1.48712 -1.49202 1.21566
H -2.28857 0.01024 1.68631
```

Values from the calculation:
2S+1: 1
SMILES: C[C@H](C(N)N)C(C)(C)C
Energy relative to the best compared isomer or geometry (same formula, charge and spin): 115.4 kJ/mol
Strongest force on any atom: 5.04 eV/A

Atomic partial charges in e from the Löwdin method, atoms 1 to 2: number 1, C, carries -0.494; number 2, C, carries -0.398

---

(6)
The following is a DFT calculation (ωB97M-V with the def2-TZVPD basis set) of C7H18N2O as an isolated structure at a distorted geometry.

```
28
C7H18N2O ωB97M-V with the def2-TZVPD basis set
C -1.66218 0.19186 0.02630
C -0.00355 -0.18207 -0.84014
C 0.92430 -0.07665 0.27969
C 2.53442 -0.36363 -0.59270
C -1.98748 1.62316 -0.36063
C -2.67800 -0.77410 -0.57314
C 3.55014 -0.68448 0.48145
N -1.62417 0.10041 1.47460
N 1.06905 1.13207 1.00455
O -0.06600 -1.39822 -1.49310
H 0.06768 -2.11103 -0.85664
H 0.10756 0.59329 -1.59728
H 0.84610 -0.92317 0.96503
H -2.41361 0.57264 1.90875
H -1.61985 -0.86229 1.79182
H 0.31719 1.21595 1.68390
H 1.07407 1.93972 0.39261
H 2.44427 -1.15597 -1.33475
H 2.75746 0.57323 -1.10368
H -1.24259 2.31858 0.02680
H -2.03865 1.72453 -1.44322
H -2.96230 1.92970 0.03987
H -3.69721 -0.53202 -0.24839
H -2.64780 -0.74197 -1.66021
H -2.47251 -1.80075 -0.26293
H 4.57175 -0.70400 0.09099
H 3.35278 -1.66321 0.92247
H 3.49914 0.05839 1.27797
```

Values from the calculation:
2S+1: 1
Energy relative to the best compared isomer or geometry (same formula, charge and spin): 221.1 kJ/mol
Strongest force on any atom: 5.56 eV/A

Atomic partial charges in e from the Löwdin method, atoms 1 to 2: number 1, C, carries -0.501; number 2, C, carries -0.278

---

- Among the records above, which one has the highest energy relative to the best compared isomer or geometry (same formula, charge and spin)?
  C7H18N2O

---

- Which value of energy relative to the best compared isomer or geometry (same formula, charge and spin) does entry 6 give?
  221.1 kJ/mol

---

What did the third record say?
The following is a DFT calculation (ωB97M-V with the def2-TZVPD basis set) of a 2-piece molecular cluster, C7H18FNO2P overall at a distorted geometry.

```
30
C7H18FNO2P ωB97M-V with the def2-TZVPD basis set
C 4.03274 -0.05156 -0.10002
C -1.70880 -2.88058 -0.32527
C -1.65127 0.10102 1.98281
C 2.86388 0.90627 0.16768
C -2.23525 -1.59818 -0.94024
C 1.57102 0.19031 -0.01329
C -0.09713 1.74847 -0.12432
N -0.23541 2.36595 -1.35803
O -2.85218 1.27304 -0.18162
O -1.28358 -0.51821 -0.75080
F 1.15760 -0.53926 1.04942
P -1.45503 0.64985 0.26301
H 4.97412 0.47075 0.04444
H 3.99568 -0.42408 -1.12082
H 3.99740 -0.89663 0.58267
H -2.41558 -3.68156 -0.52509
H -0.74914 -3.14389 -0.76144
H -1.58659 -2.77898 0.75009
H -2.56831 -0.48348 2.05763
H -0.80130 -0.50525 2.28165
H -1.72102 0.95940 2.64662
H 2.91713 1.74326 -0.53098
H 2.92854 1.29207 1.18522
H -3.20575 -1.32010 -0.51979
H -2.33933 -1.70130 -2.02236
H 1.41222 -0.36437 -0.93142
H 0.22877 2.39293 0.67997
H 0.52344 2.97394 -1.62841
H -0.52401 1.75417 -2.10984
H -3.17287 2.06600 0.25251
```

Values from the calculation:
2S+1: 1
Total charge: +1
Energy relative to the best compared isomer or geometry (same formula, charge and spin): 0.0 kJ/mol
Strongest force on any atom: 3.27 eV/A

Atomic partial charges in e from the Löwdin method, atoms 1 to 2: number 1, C, carries -0.082; number 2, C, carries -0.051